1.
# C5H11N2O2

A cluster of 2 separate species, C5H11N2O2 in total (wB97M-V/def2-TZVPD, the Open Molecules 2025 dataset).

Structure (XYZ):
```
20
Properties=species:S:1:pos:R:3
C -0.840 -0.221 -1.779
C 1.382 0.703 0.061
C 0.107 0.064 0.084
C 2.150 1.089 1.372
C -0.965 -0.112 1.128
N 0.214 -0.347 -2.595
N -2.120 -0.924 0.585
O -2.032 -0.119 -1.834
O 1.313 -0.690 -0.074
H 1.656 1.290 -0.824
H 2.547 2.139 1.413
H 3.096 0.540 1.239
H 1.510 0.915 2.179
H -1.311 0.920 1.292
H -0.528 -0.559 2.031
H 0.980 -0.611 -2.039
H 0.047 -0.805 -3.420
H -1.764 -1.816 0.197
H -2.500 -0.273 -0.187
H -2.943 -1.183 1.169
```

The calculation puts the LUMO energy at -3.37 eV. As for the total charge: +1. The HOMO-LUMO gap comes out at 0.3568 Eh. The value obtained for the HOMO energy is -13.080 eV. Its spin multiplicity is 1. As for the energy above the lowest of the compared OMol25 structures with the same formula, charge and spin: 3.123 eV.

---

2.
# C11H23F3N4O8P2S3

A cluster of 2 separate species, C11H23F3N4O8P2S3 in total (wB97M-V/def2-TZVPD, the Open Molecules 2025 dataset).

Structure (XYZ):
```
54
Properties=species:S:1:pos:R:3
C 1.574 1.653 -0.596
C 2.011 0.603 -1.822
F 1.564 1.247 -3.090
N 1.350 -0.776 -1.614
C 2.252 -1.934 -1.967
C 3.266 -2.441 -0.796
C 3.169 -1.656 0.634
C 2.181 -2.346 1.749
C 1.074 -3.392 1.143
C -0.201 -3.443 2.224
C 0.227 -4.006 3.705
S -0.788 -3.116 5.057
C 0.042 -1.397 5.125
N 1.065 -0.881 6.117
N 1.311 0.407 5.614
C 0.518 0.750 4.371
O -0.326 -0.444 4.060
P 0.015 -0.814 -2.851
P -1.599 0.554 -2.329
O -1.609 1.047 -0.828
O -3.108 -0.303 -2.710
O -1.572 1.925 -3.447
H 1.048 2.626 -1.000
H 2.534 1.901 0.069
H 0.804 1.157 0.160
H 3.168 0.448 -1.744
H 0.857 -0.854 -0.695
H 1.534 -2.851 -2.224
H 2.778 -1.660 -2.998
H 3.163 -3.619 -0.702
H 4.374 -2.265 -1.203
H 4.265 -1.686 1.107
H 2.881 -0.524 0.574
H 1.593 -1.468 2.290
H 2.853 -2.934 2.505
H 1.549 -4.461 0.976
H 0.625 -3.008 0.126
H -0.648 -2.339 2.253
H -1.080 -4.107 1.766
H 1.355 -3.791 3.992
H -0.013 -5.155 3.783
H 0.488 1.700 3.688
H -0.589 -2.139 -2.864
H -3.784 0.005 -2.038
H -1.619 2.790 -2.937
N -4.257 4.815 -2.839
S -5.620 5.567 -3.045
O -5.598 6.800 -3.825
O -6.594 5.515 -1.961
F -6.313 4.576 -4.097
S -3.304 5.606 -1.871
O -1.920 5.134 -1.892
O -3.796 5.947 -0.542
F -3.150 7.035 -2.562
```

The calculation puts the LUMO energy at -2.24 eV. The HOMO-LUMO gap comes out at 0.2341 Eh. The value obtained for the HOMO energy is -8.615 eV. Its spin multiplicity is 1.

---

3.
# C2H4NO3P

The ion C2H4NO3P with charge -2 (wB97M-V/def2-TZVPD, the Open Molecules 2025 dataset).

Structure (XYZ):
```
11
Properties=species:S:1:pos:R:3
C 0.665 0.041 -0.225
C -0.451 -0.217 0.621
N 1.504 0.733 0.760
O 2.519 -0.018 1.135
O -3.084 -0.577 1.154
O -2.359 1.555 -0.245
P -2.164 -0.136 0.026
H 1.149 -0.785 -0.772
H 0.304 0.781 -0.913
H -0.359 -1.093 1.456
H -1.783 2.047 0.226
```

The calculation puts the LUMO energy (spin up / spin down) at 7.23 / 7.39 eV. As for the total charge: -2. The HOMO-LUMO gap (spin up / spin down) comes out at 0.1932 / 0.2033 Eh. The value obtained for the HOMO energy (spin up / spin down) is 1.972 / 1.864 eV. Its spin multiplicity is 1. As for the energy above the lowest of the compared OMol25 structures with the same formula, charge and spin: 5.149 eV.

---

4.
# C20H80O20

A cluster of 20 separate species, C20H80O20 in total (wB97M-V/def2-TZVPD, the Open Molecules 2025 dataset).

Structure (XYZ):
```
120
Properties=species:S:1:pos:R:3
C -0.287 -6.464 -3.330
O 0.196 -5.619 -2.373
H -1.065 -5.956 -3.931
H 0.534 -6.754 -3.973
H -0.797 -7.449 -3.047
H 0.828 -6.011 -1.727
C -4.838 2.483 -1.643
O -3.835 1.711 -1.101
H -5.692 2.378 -0.919
H -4.567 3.590 -1.773
H -5.079 2.162 -2.642
H -3.073 1.720 -1.684
C -5.943 0.766 1.058
O -4.691 0.181 0.824
H -6.371 0.380 1.990
H -5.891 1.833 1.259
H -6.709 0.441 0.329
H -4.371 0.409 -0.066
C -0.706 4.249 -0.994
O -0.192 2.985 -0.404
H -0.169 5.050 -0.564
H -0.662 4.399 -2.050
H -1.767 4.431 -0.698
H 0.063 2.340 -1.105
C -4.637 -1.189 4.403
O -3.298 -0.817 4.779
H -4.668 -1.363 3.326
H -4.904 -2.077 4.964
H -5.424 -0.422 4.743
H -3.154 0.066 4.313
C 3.842 0.911 1.027
O 2.997 0.189 0.194
H 4.415 1.580 0.431
H 3.362 1.595 1.765
H 4.542 0.213 1.585
H 2.106 -0.068 0.584
C -0.042 -0.941 -0.616
O 0.438 -0.364 0.550
H 0.504 -0.614 -1.487
H 0.089 -2.045 -0.773
H -1.093 -0.879 -0.681
H -0.048 -0.659 1.312
C 2.393 -0.220 4.410
O 2.128 0.159 5.764
H 1.467 -0.391 3.880
H 2.860 0.618 3.896
H 2.967 -1.173 4.425
H 1.516 -0.437 6.194
C -1.750 -2.612 -3.458
O -0.419 -3.050 -3.458
H -1.664 -1.593 -4.030
H -2.419 -3.273 -4.020
H -2.029 -2.394 -2.435
H -0.247 -3.711 -2.814
C 0.305 -2.820 -6.876
O 0.931 -3.722 -5.932
H 0.116 -3.418 -7.785
H -0.653 -2.411 -6.513
H 0.872 -1.882 -6.986
H 0.524 -3.561 -5.080
C -1.278 0.635 6.643
O -0.709 -0.645 6.314
H -2.225 0.538 7.163
H -0.555 0.942 7.347
H -1.453 1.272 5.796
H -1.312 -1.037 5.715
C 1.300 4.221 2.571
O 1.780 3.840 1.255
H 0.406 4.813 2.466
H 1.119 3.320 3.187
H 2.009 4.986 3.027
H 1.024 3.494 0.789
C -1.983 -2.464 2.378
O -1.211 -1.338 2.757
H -1.513 -3.018 1.594
H -2.255 -3.123 3.175
H -2.947 -2.026 1.996
H -1.731 -0.630 3.148
C 2.904 -3.643 3.335
O 3.186 -2.638 2.389
H 2.610 -3.174 4.223
H 2.030 -4.179 2.942
H 3.722 -4.366 3.428
H 3.452 -2.956 1.543
C 5.407 -2.192 -0.526
O 4.007 -2.336 -0.403
H 5.726 -1.664 -1.404
H 5.848 -1.680 0.355
H 5.821 -3.242 -0.478
H 3.668 -1.362 -0.315
C 4.468 5.368 -0.735
O 3.224 4.690 -0.916
H 4.881 5.585 -1.717
H 4.236 6.255 -0.140
H 5.223 4.834 -0.145
H 2.796 4.557 0.014
C 2.977 -1.912 -3.615
O 1.765 -1.228 -3.376
H 3.772 -1.351 -3.297
H 3.028 -2.850 -3.050
H 3.165 -2.180 -4.628
H 0.965 -1.766 -3.612
C -2.225 2.142 2.612
O -3.045 1.011 2.841
H -1.505 2.076 3.433
H -1.721 2.229 1.620
H -2.882 3.026 2.693
H -3.373 0.644 1.998
C 2.179 2.456 -3.192
O 1.073 1.597 -2.956
H 2.788 2.536 -2.319
H 2.637 2.126 -4.123
H 1.821 3.479 -3.347
H 1.216 0.648 -3.091
C -2.103 2.734 -4.248
O -1.658 1.881 -3.253
H -1.865 2.343 -5.217
H -3.167 2.799 -4.225
H -1.685 3.694 -4.198
H -0.672 1.754 -3.259
```

The calculation puts the LUMO energy at 0.30 eV. The HOMO-LUMO gap comes out at 0.3497 Eh. The value obtained for the HOMO energy is -9.211 eV. Its spin multiplicity is 1. As for the energy above the lowest of the compared OMol25 structures with the same formula, charge and spin: 7.168 eV.

---

| no. | total energy (Ha) |
| --- | --- |
| 1 | -456.7616 |
| 2 | -3430.3509 |
| 3 | -700.2731 |
| 4 | -2314.4361 |